Density functional theory data (the ωB97M-V functional and the def2-TZVPD basis) for C18H22ClF2N3O4 in the gas phase.

Results
**SMILES**: CN(CCCCNC(=O)c1cc2nc(Cl)ccc2o1)C(=O)[C@](C)(O)CC(F)F
**HOMO-LUMO gap**: 9.06 eV
**Net charge**: 0
**E_LUMO**: -0.17 eV
**ΔE to the lowest compared entry with this formula, charge and spin**: 21.3 kJ/mol
**Multiplicity**: 1

Cartesian coordinates (Å):
C 1.1889 1.0276 0.1412
N -0.2152 1.0945 -0.2424
C -0.5366 0.3157 -1.4367
C -0.2597 1.0949 -2.7205
C -0.2404 0.2491 -3.9981
C 0.4322 -1.1144 -3.8689
N 1.8142 -0.9845 -3.4277
C 2.2946 -1.5740 -2.3072
O 1.6495 -2.3056 -1.5814
C 3.7189 -1.2474 -2.0087
C 4.7401 -0.8105 -2.7807
C 5.8689 -0.7082 -1.8969
N 7.1321 -0.3284 -2.1270
C 7.9129 -0.3497 -1.0781
Cl 9.5655 0.1378 -1.3241
C 7.5351 -0.7281 0.2218
C 6.2342 -1.1208 0.4581
C 5.4028 -1.1025 -0.6473
O 4.0908 -1.4362 -0.7091
C -1.0661 1.7390 0.5915
O -0.6823 2.2507 1.6350
C -2.5819 1.7761 0.2785
C -3.1904 0.4757 0.8192
O -2.7814 1.8845 -1.1285
C -3.1598 3.0106 0.9811
C -4.6602 3.0406 1.0506
F -5.0777 4.2383 1.5420
F -5.2159 2.9268 -0.2145
H 1.3900 1.7618 0.9132
H 1.4362 0.0300 0.5133
H 1.8148 1.2341 -0.7295
H 0.0769 -0.5830 -1.3765
H -1.5743 -0.0027 -1.4156
H -0.9961 1.8913 -2.8131
H 0.7137 1.5832 -2.6090
H -1.2643 0.0653 -4.3368
H 0.2399 0.8185 -4.7990
H -0.0696 -1.7500 -3.1431
H 0.4031 -1.6327 -4.8301
H 2.3997 -0.3113 -3.8936
H 4.7254 -0.6137 -3.8394
H 8.2681 -0.7060 1.0137
H 5.8912 -1.4226 1.4378
H -3.0952 0.4347 1.9051
H -4.2449 0.4064 0.5486
H -2.6811 -0.3908 0.4000
H -3.6949 2.1600 -1.2702
H -2.7747 3.0581 1.9978
H -2.8242 3.9075 0.4568
H -5.1114 2.2562 1.6585